ORCA calculation (ωB97M-V with the def2-TZVPD basis set) on a structure of composition C4H7Cl in a non-equilibrium geometry.

Output
F_max: 0.1061 hartree/bohr
Charge: 0
HOMO-LUMO gap: 9.3891 eV
DFT total energy: -16778.054 eV
2S+1: 1
LUMO energy: 0.659 eV

```
12
C4H7Cl | the OMol25 dataset | ωB97M-V with the def2-TZVPD basis set
C -1.149 0.586 0.764
C 0.344 -0.253 1.045
C 0.908 -0.104 -0.474
C 0.371 -0.792 -1.621
H -1.077 1.817 0.241
H -1.956 0.031 0.098
H -1.523 0.838 1.815
H 0.573 -1.664 1.360
H 1.103 0.463 2.044
H -0.614 -1.316 -1.721
H 0.813 -0.449 -2.638
Cl 2.205 0.843 -0.914
```

The net atomic charges from Löwdin, expressed in e, are:
1 C -0.17
2 C -0.24
3 C -0.90
4 C -0.09
5 H 0.15
6 H 0.07
7 H 0.03
8 H 0.20
9 H 0.18
10 H 0.05
11 H 0.06
12 Cl 0.66

=====

ORCA calculation (ωB97M-V with the def2-TZVPD basis set) on a cluster of 2 separate species, C4H7Cl2N3S in total in a non-equilibrium geometry.

Output
F_max: 0.0310 hartree/bohr
Charge: +2
HOMO-LUMO gap (alpha / beta): 5.5256 / 5.5101 eV
DFT total energy: -44591.633 eV
2S+1: 1
LUMO energy (alpha / beta): -11.706 / -11.722 eV

```
17
C4H7Cl2N3S | the OMol25 dataset | ωB97M-V with the def2-TZVPD basis set
C 3.818 3.876 -1.079
C 3.849 4.238 1.092
C -1.775 -2.234 -0.697
C -1.249 -1.225 0.302
N 3.095 2.934 -0.534
N 4.301 4.715 -0.086
N 3.116 3.159 0.785
S 0.373 -0.637 0.040
Cl 4.160 4.086 -2.695
Cl 4.146 4.855 2.614
H -1.701 -1.872 -1.723
H -1.211 -3.167 -0.648
H -2.817 -2.456 -0.474
H -1.275 -1.647 1.321
H -1.903 -0.338 0.349
H 4.888 5.532 -0.227
H 2.626 2.545 1.424
```

The net atomic charges from Löwdin, expressed in e, are:
1 C -0.76
2 C -0.69
3 C -0.11
4 C -0.59
5 N 0.09
6 N 0.15
7 N 0.06
8 S 1.15
9 Cl 0.88
10 Cl 0.91
11 H 0.09
12 H 0.10
13 H 0.11
14 H 0.12
15 H 0.12
16 H 0.19
17 H 0.18

=====

ORCA calculation (ωB97M-V with the def2-TZVPD basis set) on a cluster of 2 separate species, C4H7Cl2P in total in a non-equilibrium geometry.

Output
F_max: 0.0595 hartree/bohr
Charge: 0
HOMO-LUMO gap: 8.0405 eV
DFT total energy: -38593.197 eV
2S+1: 1
LUMO energy: -1.149 eV

```
14
C4H7Cl2P | the OMol25 dataset | ωB97M-V with the def2-TZVPD basis set
C 0.018 1.002 -0.244
C 1.024 -0.073 -0.602
C -1.213 0.278 0.339
C -0.739 -0.806 1.166
P 0.854 -1.409 0.724
Cl -2.014 -0.589 -1.019
Cl -0.245 0.450 3.170
H 0.433 1.610 0.699
H 0.023 1.669 -1.169
H 0.985 -0.541 -1.596
H 2.117 0.291 -0.728
H -1.952 0.923 0.842
H -1.563 -1.454 1.523
H 0.591 -2.627 0.151
```

The net atomic charges from Löwdin, expressed in e, are:
1 C -0.31
2 C -0.43
3 C -0.80
4 C -0.60
5 P 0.90
6 Cl 0.65
7 Cl 0.04
8 H 0.13
9 H 0.13
10 H 0.06
11 H 0.10
12 H 0.11
13 H 0.08
14 H -0.07

=====

ORCA calculation (ωB97M-V with the def2-TZVPD basis set) on a cluster of 2 separate species, C4H7Cl3Si in total in a non-equilibrium geometry.

Output
F_max: 0.0546 hartree/bohr
Charge: 0
HOMO-LUMO gap (alpha / beta): 6.5937 / 9.6509 eV
DFT total energy: -49705.821 eV
2S+1: 1
LUMO energy (alpha / beta): -1.098 / 0.335 eV

```
15
C4H7Cl3Si | the OMol25 dataset | ωB97M-V with the def2-TZVPD basis set
C -0.074 -0.916 -1.298
C -0.395 -0.259 -0.252
C -1.064 0.162 0.958
C 2.045 1.310 -0.266
Si 1.200 2.773 -0.901
Cl -0.045 3.369 0.667
Cl 2.414 4.305 -1.585
Cl -0.135 2.431 -2.407
H 1.044 -1.136 -1.567
H -0.812 -1.446 -1.844
H -1.053 -0.791 1.655
H -0.537 1.043 1.284
H -2.125 0.589 0.952
H 2.166 1.026 0.714
H 2.410 0.656 -0.993
```

The net atomic charges from Löwdin, expressed in e, are:
1 C -0.07
2 C -0.17
3 C -0.14
4 C -0.14
5 Si -0.67
6 Cl 0.30
7 Cl 0.27
8 Cl 0.30
9 H 0.10
10 H 0.05
11 H 0.13
12 H -0.03
13 H 0.10
14 H -0.02
15 H -0.02

=====

ORCA calculation (ωB97M-V with the def2-TZVPD basis set) on the molecule C4H7ClN2O in a non-equilibrium geometry.

Output
F_max: 0.0251 hartree/bohr
Structure (SMILES): N/N=C\C=C(\Cl)CO
Charge: 0
HOMO-LUMO gap: 9.8540 eV
DFT total energy: -21809.878 eV
2S+1: 1
LUMO energy: 0.651 eV

```
15
C4H7ClN2O | the OMol25 dataset | ωB97M-V with the def2-TZVPD basis set
C -0.922 -1.194 -0.757
C 0.523 -1.189 -0.455
C 1.328 -0.155 -0.172
C 1.015 1.330 -0.150
H -0.714 -0.323 1.530
H -2.367 -0.001 1.646
H -1.232 -1.767 -1.673
H 0.969 -2.150 -0.504
H 1.830 1.818 -0.685
H 1.085 1.645 0.913
H -0.907 1.457 -0.139
N -1.554 0.024 1.045
N -1.881 -0.718 -0.075
O -0.178 1.686 -0.731
Cl 3.004 -0.463 0.206
```

The net atomic charges from Löwdin, expressed in e, are:
1 C -0.18
2 C -0.12
3 C -0.64
4 C -0.32
5 H 0.10
6 H 0.09
7 H 0.12
8 H 0.08
9 H 0.11
10 H 0.13
11 H 0.05
12 N -0.01
13 N -0.04
14 O -0.05
15 Cl 0.67

=====

ORCA calculation (ωB97M-V with the def2-TZVPD basis set) on the ion C4H7ClN3 with charge +1 in a non-equilibrium geometry.

Output
F_max: 0.0792 hartree/bohr
Charge: +1
HOMO-LUMO gap (alpha / beta): 6.9377 / 6.2703 eV
DFT total energy: -21240.108 eV
2S+1: 1
LUMO energy (alpha / beta): -5.627 / -5.921 eV

```
15
C4H7ClN3 | the OMol25 dataset | ωB97M-V with the def2-TZVPD basis set
C 1.223 0.438 -1.740
C -0.270 0.864 -1.741
C 1.935 0.354 -0.624
C -0.715 0.669 0.697
N -1.001 0.919 -0.719
N 0.166 -0.386 1.142
N -0.627 -1.590 1.363
Cl 2.821 0.652 0.654
H 1.542 0.077 -2.730
H -0.493 1.248 -2.805
H -0.536 1.613 1.179
H -1.810 0.442 1.205
H -1.029 -1.688 0.406
H -1.336 -1.342 2.077
H 0.129 -2.274 1.636
```

The net atomic charges from Löwdin, expressed in e, are:
1 C -0.07
2 C -0.13
3 C -0.48
4 C -0.32
5 N 0.06
6 N -0.18
7 N 0.10
8 Cl 0.96
9 H 0.13
10 H 0.16
11 H 0.11
12 H 0.15
13 H 0.17
14 H 0.16
15 H 0.19

=====

For each record above, in turn, the calculated M values are 90.55, 200.09, 156.98, 189.55, 134.57, 132.57 g mol⁻¹.